{
  "formula": "C8H12N3S",
  "method": "the ωB97M-V functional and the def2-TZVPD basis",
  "multiplicity": 1,
  "energy_ha": -874.2226,
  "orbital_gap_ev": 8.2,
  "smiles": "CS/C(N)=N\\c1ccc[n+](C)c1",
  "total_charge": 1,
  "homo_energy_ev": -12.05,
  "symbols": ["C", "S", "C", "N", "N", "C", "C", "C", "C", "N", "C", "C", "H", "H", "H", "H", "H", "H", "H", "H", "H", "H", "H", "H"],
  "coordinates": [[-1.98826, -3.35467, 0.73129], [-1.33121, -1.73131, 0.27962], [-0.13262, -1.38804, 1.51851], [0.09934, -2.36637, 2.38198], [0.29577, -0.19352, 1.58891], [0.31481, 0.76705, 0.66870], [0.16005, 2.13046, 1.08886], [0.31952, 3.22210, 0.21560], [0.72134, 2.90363, -1.08263], [0.83225, 1.63823, -1.49526], [1.03281, 1.20081, -2.82763], [0.68565, 0.62447, -0.63991], [-1.47966, -3.91766, 1.48093], [-2.17307, -3.91940, -0.23175], [-2.91128, -3.18594, 1.20365], [0.65626, -2.10346, 3.16693], [-0.19070, -3.30203, 2.14708], [-0.09259, 2.43160, 2.11892], [0.30016, 4.22270, 0.33124], [0.91977, 3.61937, -1.83495], [1.51368, 0.18067, -3.07856], [0.08853, 0.95063, -3.33056], [1.50112, 1.94993, -3.47173], [0.85835, -0.37925, -0.92925]],
  "forces_ev_per_a": [[-0.3984, -0.2469, -1.9597], [-0.0394, -0.5364, -0.4569], [-1.6577, -0.2051, -1.2636], [0.4058, 0.5551, 0.1412], [1.1987, -0.5159, 1.6611], [-0.0881, 2.9859, 0.7283], [-0.5252, 1.7508, 0.3346], [1.1266, -5.0485, -1.8156], [-0.4902, -0.3888, -0.1564], [0.2545, -1.0970, 1.4673], [0.2372, -1.3320, -4.1357], [-0.3963, -0.7053, 0.8236], [0.6969, -0.6061, -0.1908], [0.4451, 0.4359, 1.3136], [-1.4901, 0.3136, 0.3512], [0.4175, -0.4795, 0.4933], [0.4633, 0.3210, 0.6085], [0.1271, -0.8425, -0.4140], [-0.4677, 3.0289, 1.5403], [0.0732, 0.7585, -0.5521], [0.1010, 1.7287, 1.6006], [-0.3515, 0.6989, 0.4599], [0.0920, -0.0083, 0.4170], [0.2655, -0.5648, -0.9954]],
  "lowdin_charge": [-0.35, 0.98, -0.70, 0.14, 0.08, -0.29, 0.08, 0.03, 0.00, -0.10, -0.02, -0.01, 0.02, 0.08, 0.02, 0.13, 0.08, 0.14, 0.09, 0.13, 0.14, 0.11, 0.11, 0.12]
}